(1)
64
Properties=species:S:1:pos:R:3:forces:R:3 method="wB97M-V/def2-TZVPD" total_charge=0 smiles="COc1ccc(S(=O)(=O)N2CCOCC2)cc1NC(=O)c1cccc2c(=O)c(C)c(-c3ccccc3)oc12" gap_ev=8.195
C -1.097 -2.894 -2.092 -0.12 -0.29 -0.14
O -0.765 -1.634 -1.560 0.44 0.47 0.27
C 0.483 -1.455 -1.030 0.01 0.06 0.00
C 1.471 -2.424 -0.983 -0.21 0.02 -0.02
C 2.704 -2.132 -0.414 0.23 0.02 0.08
C 2.935 -0.877 0.101 0.52 -0.11 0.08
S 4.496 -0.503 0.889 -0.37 0.08 -0.30
O 5.441 -1.523 0.515 -0.16 0.06 -0.20
O 4.274 -0.279 2.287 -0.09 0.29 0.05
N 4.840 0.974 0.178 -0.35 -0.87 0.55
C 5.463 1.974 1.022 0.41 0.13 0.47
C 6.977 1.760 1.077 -0.23 0.12 0.16
O 7.533 1.746 -0.221 0.05 0.18 -0.06
C 6.976 0.711 -1.002 -0.18 -0.18 -0.19
C 5.457 0.871 -1.128 0.42 -0.13 -0.43
C 1.968 0.111 0.065 -0.26 0.13 -0.01
C 0.735 -0.166 -0.503 0.35 -0.16 0.06
N -0.315 0.742 -0.566 -0.28 -0.17 -0.26
C -0.349 2.040 -0.146 -0.05 -0.21 -0.14
O 0.627 2.669 0.206 0.14 0.08 0.07
C -1.710 2.663 -0.170 -0.24 0.02 0.10
C -1.780 4.042 -0.309 0.03 -0.29 0.00
C -2.995 4.714 -0.285 -0.10 0.03 0.00
C -4.162 4.010 -0.091 0.10 -0.14 0.01
C -4.130 2.624 0.077 0.21 -0.04 -0.02
C -5.373 1.874 0.334 0.13 -0.01 -0.07
O -6.465 2.417 0.387 0.12 -0.07 0.00
C -5.195 0.431 0.534 0.25 -0.14 0.03
C -6.433 -0.335 0.881 0.03 0.02 0.03
C -3.962 -0.119 0.438 -0.70 0.20 0.02
C -3.606 -1.540 0.594 0.19 -0.11 -0.01
C -2.420 -1.864 1.253 -0.10 0.04 0.02
C -2.036 -3.184 1.396 0.05 -0.03 0.05
C -2.826 -4.197 0.876 -0.02 -0.03 0.00
C -3.994 -3.881 0.201 -0.02 -0.12 -0.01
C -4.384 -2.562 0.056 0.06 0.17 0.00
O -2.843 0.611 0.192 0.04 -0.10 0.02
C -2.907 1.951 0.029 -0.26 0.86 -0.06
H -1.035 -3.678 -1.332 0.02 0.05 -0.02
H -2.129 -2.806 -2.429 0.07 -0.06 0.01
H -0.457 -3.150 -2.942 0.00 0.02 0.04
H 1.295 -3.410 -1.382 -0.05 -0.07 -0.05
H 3.488 -2.871 -0.369 0.06 -0.14 -0.05
H 5.023 1.879 2.013 0.08 0.23 0.02
H 5.231 2.958 0.602 -0.01 -0.07 0.03
H 7.471 2.575 1.610 -0.06 -0.09 0.06
H 7.182 0.806 1.584 0.04 0.09 0.01
H 7.457 0.777 -1.980 -0.07 -0.07 0.03
H 7.190 -0.265 -0.546 0.04 0.12 -0.11
H 5.024 0.007 -1.633 0.05 0.08 -0.24
H 5.217 1.782 -1.685 -0.02 -0.10 0.01
H 2.176 1.084 0.475 -0.08 0.11 -0.04
H -1.169 0.325 -0.913 0.09 0.20 0.14
H -0.852 4.580 -0.433 0.09 0.02 0.01
H -3.018 5.786 -0.408 0.00 0.09 -0.01
H -5.124 4.497 -0.052 -0.08 0.03 0.01
H -6.967 -0.630 -0.021 -0.10 -0.06 -0.01
H -7.094 0.325 1.441 -0.03 -0.05 0.01
H -6.207 -1.220 1.470 -0.04 -0.06 0.01
H -1.805 -1.077 1.662 0.07 0.07 0.01
H -1.118 -3.420 1.913 0.07 -0.02 0.06
H -2.530 -5.229 0.990 0.03 -0.09 0.01
H -4.604 -4.668 -0.219 -0.05 -0.06 -0.04
H -5.276 -2.324 -0.500 -0.12 0.04 -0.03


(2)
60
Properties=species:S:1:pos:R:3:forces:R:3 method="wB97M-V/def2-TZVPD" total_charge=0 smiles=COc1ccc2c(c1)c(C(c1cn(C)c3ccc(OC)cc13)n1cnc3ccccc31)cn2C gap_ev=8.125
C -6.056 2.334 -0.472 0.63 -0.51 -0.06
O -4.664 2.150 -0.142 -0.93 0.03 -0.31
C -4.092 1.013 -0.619 0.65 -0.91 -0.16
C -4.780 0.074 -1.442 0.36 0.36 0.23
C -4.142 -1.061 -1.960 -0.12 0.24 0.37
C -2.828 -1.296 -1.572 0.52 0.63 0.20
C -2.149 -0.360 -0.725 0.59 -0.88 -1.02
C -2.746 0.785 -0.270 -1.35 0.64 -0.11
C -0.761 -0.750 -0.636 -0.47 -0.86 -0.49
C 0.288 0.011 0.166 0.25 -1.88 0.91
C 1.639 -0.680 0.002 0.91 -0.21 -0.13
C 2.000 -2.019 0.181 0.18 1.18 -0.71
N 3.325 -2.217 -0.168 -0.63 0.06 0.33
C 4.034 -3.487 -0.214 -0.21 -0.10 0.06
C 3.860 -1.005 -0.559 -0.91 -0.28 0.28
C 5.128 -0.755 -1.039 0.62 1.14 -0.18
C 5.391 0.548 -1.461 -0.57 -0.29 -0.16
C 4.376 1.540 -1.473 -1.07 -0.72 0.61
O 4.717 2.711 -2.057 0.02 0.33 -0.04
C 3.741 3.749 -2.204 0.45 -0.90 0.29
C 3.096 1.266 -0.935 0.70 0.82 -0.68
C 2.840 -0.012 -0.469 0.15 -1.50 0.11
N -0.102 -0.164 1.702 -0.24 1.72 -0.35
C -0.333 -1.396 2.237 -0.58 0.58 2.48
N -0.676 -1.390 3.553 0.83 -0.45 -2.40
C -0.664 -0.061 3.920 0.36 0.80 -1.57
C -0.953 0.518 5.159 -0.05 -0.50 0.59
C -0.969 1.904 5.323 0.25 -1.05 -1.10
C -0.737 2.689 4.194 0.33 0.08 -1.28
C -0.440 2.138 2.905 0.03 0.73 0.51
C -0.332 0.760 2.770 -0.58 -1.10 0.68
C -0.674 -1.929 -1.381 -0.44 0.73 0.19
N -1.895 -2.250 -1.964 0.20 0.12 0.29
C -2.134 -3.381 -2.865 0.24 0.04 0.07
H -6.332 3.263 0.001 -0.17 0.18 0.07
H -6.199 2.398 -1.568 0.06 0.05 0.48
H -6.660 1.495 -0.075 0.22 0.44 -0.13
H -5.821 0.267 -1.699 0.37 -0.19 -0.02
H -4.682 -1.718 -2.639 0.10 0.10 0.17
H -2.154 1.494 0.298 -0.36 0.12 0.11
H 0.387 1.074 -0.213 -0.43 -1.07 1.19
H 1.383 -2.866 0.419 0.06 -0.08 0.22
H 5.056 -3.278 -0.525 -0.06 -0.17 0.18
H 4.035 -4.001 0.757 0.06 0.32 -0.18
H 3.607 -4.183 -0.949 -0.05 0.28 0.06
H 5.907 -1.517 -1.074 -0.22 0.27 -0.06
H 6.344 0.805 -1.898 0.09 0.06 0.06
H 4.347 4.544 -2.611 -0.29 0.49 -0.09
H 2.949 3.445 -2.902 0.11 0.09 0.14
H 3.315 4.014 -1.228 0.05 0.10 -0.22
H 2.265 1.975 -0.949 0.52 0.05 -0.07
H -0.223 -2.282 1.627 -0.21 0.07 0.25
H -1.159 -0.166 5.995 0.05 0.40 -0.37
H -1.163 2.347 6.286 -0.06 0.07 0.07
H -0.786 3.775 4.313 0.04 -0.32 -0.27
H -0.307 2.784 2.029 0.02 -0.06 0.49
H 0.159 -2.592 -1.560 0.03 0.22 -0.03
H -3.199 -3.418 -3.142 0.48 0.00 0.25
H -1.541 -3.310 -3.792 -0.23 0.24 0.31
H -1.836 -4.325 -2.384 -0.30 0.27 -0.03


(3)
63
Properties=species:S:1:pos:R:3:forces:R:3 method="wB97M-V/def2-TZVPD" total_charge=0 gap_ev=6.147 e_above_lowest_kj_mol=128.3
Sr 0.000 0.667 -0.055 2.10 -1.59 0.41
C -1.713 -2.950 -3.263 -0.09 0.00 -0.05
C -2.957 -2.424 -3.614 0.11 -0.05 0.04
C -3.383 -1.253 -3.035 -0.02 0.14 0.14
C -2.554 -0.619 -2.092 0.08 -0.60 -0.13
N -1.357 -1.138 -1.744 -0.19 0.25 -0.07
C -0.958 -2.270 -2.328 0.06 -0.14 0.03
N -2.853 0.619 -1.608 0.01 0.56 0.04
C -2.540 0.961 -0.400 -1.27 -0.28 -0.43
N -2.135 2.204 -0.078 -0.41 0.51 -0.18
C -1.630 2.169 1.171 -0.60 0.95 1.00
N -0.967 3.160 1.669 -0.21 0.26 -0.43
C 0.136 3.014 2.442 0.36 -0.17 0.41
C 0.440 3.947 3.453 -0.09 -0.08 -0.08
C 1.628 3.832 4.132 0.01 -0.08 -0.06
C 2.517 2.809 3.791 0.03 0.05 0.06
C 2.158 1.949 2.777 0.03 -0.10 0.03
N 1.000 2.027 2.113 -0.19 0.14 0.02
C -1.865 0.830 1.795 -0.69 -0.36 0.28
C -1.669 0.315 3.063 0.05 0.05 0.07
C -2.079 -0.993 3.300 -0.04 0.06 0.05
C -2.678 -1.753 2.301 -0.05 0.02 -0.08
C -2.880 -1.232 1.028 0.02 -0.03 0.04
C -2.459 0.063 0.793 -0.35 -0.05 0.52
H -1.342 -3.858 -3.717 0.03 0.00 0.03
H -3.574 -2.931 -4.346 -0.03 0.02 0.01
H -4.330 -0.792 -3.283 0.01 -0.01 -0.03
H 0.024 -2.619 -2.026 0.00 0.04 0.00
H -0.269 4.736 3.659 0.00 -0.01 0.01
H 1.878 4.537 4.915 0.00 0.00 0.00
H 3.467 2.700 4.296 0.00 -0.02 -0.03
H 2.823 1.153 2.461 0.00 0.02 0.00
H -1.212 0.902 3.848 0.01 0.01 -0.02
H -1.929 -1.430 4.278 0.02 0.01 -0.02
H -2.982 -2.768 2.518 0.02 0.01 0.00
H -3.344 -1.821 0.248 0.01 -0.02 0.01
C 2.824 1.687 -4.909 -0.06 0.02 -0.05
N 2.504 1.742 -3.490 0.12 -0.10 0.12
C 3.530 2.134 -2.526 -0.05 0.01 0.09
C 1.315 1.377 -3.007 0.08 0.15 -0.26
C 0.264 0.896 -3.969 0.01 0.01 0.19
O 1.098 1.438 -1.784 0.78 0.74 -1.67
H 3.903 1.722 -5.030 0.01 -0.02 0.03
H 2.390 2.532 -5.449 0.01 -0.02 0.00
H 2.466 0.762 -5.357 0.01 0.00 0.00
H 4.406 2.494 -3.056 -0.01 -0.01 -0.05
H 3.802 1.284 -1.899 0.01 0.02 0.00
H 3.152 2.924 -1.878 0.01 0.01 -0.01
H 0.133 1.587 -4.800 0.03 -0.03 -0.04
H -0.672 0.791 -3.431 -0.04 0.05 -0.02
H 0.553 -0.084 -4.355 -0.03 0.02 -0.06
S 1.882 -1.396 -0.229 0.44 -0.37 0.12
C 1.196 -2.265 1.152 0.00 0.29 -0.30
C 0.373 -3.382 0.964 -0.03 -0.02 0.17
C -0.172 -4.054 2.048 0.02 -0.04 -0.09
C 0.084 -3.627 3.344 0.05 -0.03 0.09
C 0.891 -2.516 3.544 0.04 -0.01 0.03
C 1.440 -1.840 2.463 -0.11 -0.09 0.04
H 0.176 -3.716 -0.046 -0.01 -0.05 0.02
H -0.798 -4.922 1.877 0.00 0.00 0.00
H -0.334 -4.157 4.191 -0.01 -0.01 -0.01
H 1.104 -2.174 4.550 -0.01 0.00 0.00
H 2.076 -0.979 2.618 0.01 -0.03 0.03


HOMO energy
In order: -8.632; -7.622; -6.894
Unit: eV